# 1
DFT (wB97M-V/def2-TZVPD) results for a cluster of 16 separate species, C32H96O16S16 in total in a non-equilibrium geometry.

Output
Energy above the lowest of the compared OMol25 structures with the same formula, charge and spin, eV: 0.000
F_max, eV Å⁻¹: 2.611
HOMO level, eV: -8.15
E_LUMO, Eh: -0.005
Electronic energy, eV: -240851.6336

```
160
Properties=species:S:1:pos:R:3:forces:R:3
C 13.512 -6.898 26.317 0.283 -0.040 -0.289
S 13.652 -6.890 28.080 -0.899 0.918 1.721
O 12.256 -6.885 28.695 1.452 -0.245 -0.833
C 14.323 -8.530 28.293 0.839 -0.052 -0.110
H 14.509 -7.103 25.920 -0.042 -0.041 -0.060
H 13.223 -5.874 26.047 -0.291 -0.404 -0.079
H 12.851 -7.702 25.985 -0.180 0.287 -0.063
H 13.513 -9.152 27.936 0.196 -0.663 -0.097
H 14.628 -8.777 29.318 -0.656 0.412 -0.045
H 15.280 -8.591 27.735 -0.741 -0.157 -0.244
C 9.638 -5.721 27.098 1.221 0.009 0.333
S 9.126 -6.814 25.825 -1.032 -1.049 0.780
O 7.866 -7.440 26.398 0.827 0.447 -0.920
C 8.719 -5.517 24.687 -0.642 0.096 -0.388
H 8.765 -5.128 27.348 0.005 0.104 0.292
H 10.485 -5.125 26.736 -0.217 0.154 0.064
H 10.040 -6.332 27.913 -0.361 0.228 0.017
H 9.669 -5.126 24.324 -0.077 0.145 -0.074
H 8.066 -4.762 25.137 0.249 -0.073 0.093
H 8.161 -5.963 23.869 0.154 -0.048 -0.052
C 8.687 -1.721 23.338 -0.084 -1.185 0.957
S 10.087 -0.950 22.589 0.988 1.802 0.058
O 10.515 0.173 23.492 -0.379 -0.135 -0.259
C 11.269 -2.229 22.933 -0.327 -0.788 -0.372
H 7.854 -1.033 23.527 0.356 -0.043 -0.495
H 9.040 -2.088 24.317 -0.262 0.077 -0.212
H 8.398 -2.600 22.737 -0.191 0.429 0.189
H 11.294 -2.389 24.012 -0.130 -0.357 -0.111
H 12.289 -2.039 22.582 -0.433 0.387 -0.211
H 10.833 -3.057 22.360 0.456 -0.488 0.436
C 11.759 -1.160 26.661 -0.292 -0.063 -0.611
S 12.913 -2.443 27.090 -0.304 -1.663 0.193
O 12.518 -3.679 26.298 0.224 1.021 0.326
C 14.363 -1.800 26.300 0.483 0.460 -0.483
H 11.760 -0.993 25.574 0.147 0.370 0.387
H 11.919 -0.274 27.269 0.268 0.188 -0.201
H 10.773 -1.533 26.915 -0.109 -0.260 0.159
H 14.154 -1.666 25.226 0.106 0.109 0.384
H 15.219 -2.475 26.421 -0.449 -0.111 0.075
H 14.628 -0.863 26.800 -0.109 0.039 -0.270
C 17.174 -5.545 27.197 0.416 1.124 0.011
S 18.009 -6.894 27.939 0.654 -2.389 -0.812
O 18.420 -7.785 26.772 -0.401 0.810 1.026
C 19.496 -6.041 28.438 -0.563 0.709 0.180
H 16.777 -4.904 27.988 -0.364 -0.116 -0.192
H 16.434 -5.953 26.520 -0.280 0.025 0.154
H 17.909 -4.971 26.634 -0.032 0.027 -0.234
H 20.197 -6.687 28.959 -0.160 -0.199 -0.087
H 19.152 -5.239 29.107 0.362 -0.059 -0.128
H 19.909 -5.647 27.515 0.310 0.129 0.015
C 14.582 -9.382 18.447 -0.171 0.183 -0.284
S 15.848 -10.565 18.816 -0.303 -1.110 0.877
O 15.390 -11.239 20.095 0.481 0.622 -0.723
C 15.447 -11.720 17.510 0.705 0.045 -0.280
H 14.717 -8.838 17.511 0.233 -0.036 0.061
H 14.676 -8.701 19.283 -0.461 0.332 0.106
H 13.618 -9.893 18.412 0.009 0.087 0.355
H 15.714 -11.210 16.575 -0.352 -0.167 0.010
H 14.383 -11.974 17.586 0.366 -0.125 -0.116
H 16.136 -12.577 17.611 -0.593 0.226 0.078
C 18.512 -6.479 23.061 0.077 -0.559 0.370
S 17.075 -6.714 22.041 -0.064 1.082 -0.968
O 17.435 -6.063 20.724 -0.408 -0.256 0.561
C 17.197 -8.457 21.824 0.146 -0.435 0.015
H 18.371 -7.073 23.978 0.233 0.253 -0.136
H 18.602 -5.414 23.294 0.039 -0.238 -0.107
H 19.355 -6.853 22.466 -0.057 0.268 0.299
H 16.446 -8.757 21.082 0.308 -0.006 0.236
H 16.963 -8.909 22.783 -0.201 -0.232 0.127
H 18.218 -8.729 21.533 -0.257 0.041 -0.201
C 11.790 -1.619 18.913 -0.435 0.363 0.955
S 11.341 0.001 18.374 1.283 1.337 1.234
O 12.019 0.218 17.075 -0.200 -0.054 -0.601
C 9.639 -0.264 18.035 -0.558 -0.399 -0.522
H 11.394 -2.356 18.223 0.395 -0.323 -0.130
H 11.295 -1.694 19.886 -0.103 -0.326 0.023
H 12.863 -1.581 19.128 -0.095 -0.412 -0.500
H 9.234 0.678 17.663 0.105 -0.149 -0.208
H 9.011 -0.588 18.871 0.454 -0.110 0.019
H 9.744 -1.020 17.255 -0.842 -0.015 -0.236
C 8.261 -10.064 16.403 -0.359 0.046 0.236
S 9.891 -10.593 16.859 0.518 -1.736 -0.484
O 10.124 -11.901 16.121 -0.188 1.350 0.672
C 10.811 -9.323 16.021 -0.176 0.482 -0.022
H 8.041 -9.122 16.910 0.059 0.195 -0.291
H 7.594 -10.800 16.845 -0.104 -0.168 -0.211
H 8.168 -10.039 15.315 -0.085 0.100 0.168
H 10.576 -9.285 14.949 0.280 -0.316 0.196
H 11.861 -9.504 16.252 -0.056 0.149 -0.344
H 10.518 -8.364 16.460 0.187 0.010 0.094
C 13.535 -11.708 23.045 -0.583 -0.119 -0.689
S 13.261 -10.567 24.361 1.795 1.482 0.243
O 14.368 -9.506 24.251 -1.093 -0.994 0.205
C 13.689 -11.662 25.734 -0.374 -0.008 -0.086
H 12.847 -12.536 23.216 0.175 -0.304 0.052
H 14.577 -12.008 22.929 -0.111 0.066 0.214
H 13.165 -11.226 22.135 0.244 0.062 0.043
H 12.727 -12.144 25.910 0.155 -0.439 0.237
H 13.943 -11.085 26.627 0.015 0.062 -0.332
H 14.475 -12.380 25.480 -0.145 0.223 0.022
C 8.176 -6.046 14.972 0.124 -0.252 0.068
S 8.109 -5.821 16.728 1.041 1.105 1.313
O 9.403 -5.124 17.116 -0.906 -0.691 -0.290
C 6.839 -4.538 16.776 -0.067 -0.287 0.065
H 7.162 -6.182 14.600 0.088 -0.195 -0.172
H 8.803 -6.936 14.857 -0.228 0.132 -0.359
H 8.659 -5.178 14.534 0.001 0.110 -0.075
H 7.062 -3.841 15.960 -0.395 -0.047 0.198
H 6.816 -4.022 17.745 0.422 -0.231 -0.270
H 5.891 -5.080 16.703 -0.070 0.334 -0.448
C 10.159 -8.288 19.779 -0.129 0.361 -0.534
S 9.923 -9.817 20.684 1.086 -0.358 -1.073
O 11.330 -10.230 21.024 -0.392 -0.028 -0.002
C 9.294 -9.099 22.142 0.557 0.474 1.171
H 9.221 -7.915 19.356 -0.153 -0.002 0.294
H 10.816 -8.429 18.908 0.071 -0.204 0.554
H 10.562 -7.593 20.519 0.033 0.164 -0.351
H 9.312 -9.940 22.830 -0.615 0.027 0.247
H 8.332 -8.620 21.994 -0.272 -0.248 0.095
H 10.003 -8.359 22.551 -0.196 -0.149 -0.378
C 8.501 -4.775 20.543 1.323 -0.185 0.659
S 7.342 -5.747 21.463 -2.076 0.804 -0.215
O 6.442 -4.803 22.239 1.096 -0.644 -0.562
C 6.360 -6.317 20.044 1.092 -0.502 0.181
H 9.097 -5.395 19.860 -0.292 0.007 0.095
H 9.193 -4.531 21.373 -0.089 0.481 -0.652
H 8.086 -3.923 20.015 -0.228 0.123 0.200
H 5.684 -7.057 20.456 -0.417 0.087 -0.216
H 7.130 -6.837 19.459 -0.359 -0.088 -0.202
H 5.895 -5.538 19.431 -0.010 -0.032 0.513
C 14.819 -4.999 17.533 -0.535 0.650 0.309
S 13.785 -5.610 16.237 -0.262 -2.420 -0.945
O 13.219 -6.971 16.660 0.624 1.135 -0.142
C 12.414 -4.523 16.360 -0.119 0.809 0.666
H 15.141 -4.014 17.188 0.331 -0.083 0.089
H 15.660 -5.690 17.674 -0.358 0.283 0.125
H 14.180 -4.822 18.408 0.490 -0.332 0.089
H 11.649 -4.775 15.623 0.372 0.134 -0.017
H 12.775 -3.488 16.318 -0.252 -0.139 -0.333
H 11.987 -4.690 17.343 -0.248 -0.057 0.230
C 13.138 -7.377 22.346 -0.303 -0.037 -0.077
S 12.273 -5.814 22.350 0.409 0.243 0.435
O 10.820 -6.132 22.251 -0.739 0.038 0.078
C 12.749 -5.302 20.701 0.083 -0.059 -0.016
H 12.726 -7.983 21.533 0.306 -0.012 -0.081
H 12.969 -7.917 23.279 0.058 0.303 0.015
H 14.197 -7.139 22.250 0.032 -0.271 -0.047
H 12.703 -4.224 20.558 0.082 0.102 0.228
H 12.037 -5.768 20.030 0.021 -0.268 -0.240
H 13.754 -5.678 20.544 0.176 0.131 -0.321
C 15.627 -3.115 22.261 1.119 -0.013 0.353
S 16.154 -2.703 20.596 -0.916 0.119 -0.418
O 14.918 -2.217 19.882 0.391 -0.194 0.183
C 17.117 -1.271 21.002 0.822 0.156 -0.571
H 15.300 -4.148 22.133 -0.509 0.220 0.597
H 14.969 -2.384 22.758 -0.255 -0.427 -0.695
H 16.542 -3.107 22.874 -0.128 -0.353 -0.162
H 17.977 -1.628 21.596 -0.525 0.401 0.149
H 16.462 -0.518 21.445 0.325 -0.009 0.197
H 17.558 -0.901 20.060 -0.408 -0.025 0.319
```
Positions in Å, forces in eV/Å.

=====

# 2
DFT (wB97M-V/def2-TZVPD) results for a cluster of 16 separate species, C32H96O32 in total in a non-equilibrium geometry.

Output
Energy above the lowest of the compared OMol25 structures with the same formula, charge and spin, eV: 1.529
F_max, eV Å⁻¹: 3.817
HOMO level, eV: -10.00
E_LUMO, Eh: 0.017
Electronic energy, eV: -100253.7392

```
160
Properties=species:S:1:pos:R:3:forces:R:3
C 1.182 5.235 3.962 -0.661 -0.648 -0.117
C 0.052 4.562 4.705 -1.006 -0.918 1.591
O -0.716 5.598 5.408 0.896 -0.344 -0.780
O 0.786 5.465 2.614 0.403 -2.445 0.195
H 2.014 4.525 3.952 0.176 0.226 -0.130
H 1.453 6.137 4.506 0.127 0.103 -0.131
H 0.449 3.847 5.492 -0.214 0.849 -0.806
H -0.577 3.898 4.034 0.598 1.051 0.497
H -1.651 5.416 5.479 -0.184 -0.450 -0.176
H 0.689 6.349 2.373 -0.121 2.252 -0.261
C -2.709 3.215 0.966 -0.341 1.062 1.679
C -2.775 1.703 1.221 2.464 1.449 -0.924
O -3.928 1.398 1.908 -0.661 -0.564 0.339
O -1.572 3.710 0.294 0.447 -0.737 -0.762
H -2.714 3.792 1.920 -0.539 -0.704 -0.177
H -3.592 3.528 0.419 -0.091 0.056 -0.298
H -1.847 1.473 1.775 -0.400 -0.104 0.143
H -2.621 1.264 0.222 -0.573 -0.542 0.160
H -3.780 0.575 2.392 -0.289 0.057 -0.119
H -0.801 3.622 0.870 -0.164 0.119 -0.032
C 5.167 -0.172 -0.771 0.696 1.853 -1.785
C 4.822 -0.664 -2.205 0.217 1.178 -0.136
O 4.368 -1.962 -2.044 -0.597 -0.889 1.263
O 3.986 0.015 0.003 0.597 -0.894 0.298
H 5.728 0.823 -0.868 -1.046 -0.965 0.158
H 5.955 -0.823 -0.384 -0.579 -0.396 0.502
H 5.670 -0.670 -2.913 0.250 0.207 0.588
H 4.068 -0.022 -2.733 0.282 -0.245 0.789
H 4.088 -2.325 -2.876 -0.189 -0.413 -1.260
H 3.785 -0.832 0.479 0.131 0.534 -0.373
C 2.151 1.190 -4.571 -0.236 2.797 1.146
C 1.199 0.781 -3.468 0.955 -0.114 -0.392
O -0.028 0.403 -4.004 -1.340 -0.996 -0.388
O 2.667 0.116 -5.253 -0.487 -1.120 -1.281
H 2.973 1.797 -4.146 0.025 -0.618 0.046
H 1.622 1.984 -5.166 0.195 -0.969 -0.226
H 0.981 1.586 -2.801 0.124 0.740 0.468
H 1.682 -0.017 -2.909 -0.087 -0.333 0.312
H 0.013 -0.496 -4.391 0.054 0.724 0.119
H 1.898 -0.380 -5.636 0.816 0.265 0.272
C -1.313 -4.215 -1.451 1.502 -0.585 -1.190
C -1.624 -4.374 0.018 -1.516 -0.643 -0.402
O -0.505 -4.451 0.832 0.708 -0.199 -0.225
O -0.779 -5.413 -2.153 -1.637 1.129 0.074
H -0.704 -3.326 -1.680 0.350 -0.378 0.276
H -2.179 -4.084 -2.066 -1.030 0.201 0.207
H -2.271 -5.277 0.049 0.503 0.008 0.345
H -2.297 -3.589 0.396 0.105 0.274 -0.539
H -0.646 -3.883 1.607 -0.052 -0.287 0.185
H 0.060 -5.782 -1.928 0.923 0.299 0.975
C -3.483 -0.594 -7.614 -1.409 -1.093 -1.267
C -2.163 -0.349 -7.017 1.972 0.080 0.199
O -1.789 -1.314 -6.040 -0.825 -0.594 1.522
O -4.602 -0.480 -6.761 0.595 -0.715 1.887
H -3.526 -1.632 -8.057 0.380 0.934 0.116
H -3.654 0.143 -8.401 0.103 -0.114 -0.181
H -2.032 0.666 -6.604 -0.295 -0.198 -0.149
H -1.385 -0.503 -7.801 -0.608 0.418 0.262
H -2.461 -1.398 -5.281 0.864 0.329 -1.243
H -4.404 -1.076 -5.980 -0.674 0.807 -1.173
C 2.924 1.578 4.811 0.547 1.121 1.291
C 3.810 0.393 4.435 -0.102 1.388 1.210
O 3.614 -0.072 3.151 -0.421 -0.643 -1.138
O 1.548 1.309 4.807 -0.068 -0.134 0.679
H 3.091 2.478 4.202 0.356 -0.294 -0.326
H 3.174 1.936 5.857 -0.054 -0.623 -0.982
H 3.550 -0.409 5.114 0.187 -0.318 0.151
H 4.855 0.698 4.612 -0.127 -0.166 -0.078
H 3.408 0.609 2.501 0.241 0.331 0.102
H 1.290 1.228 3.889 -0.604 -0.289 -0.700
C 2.239 -3.494 -4.515 -0.080 0.593 -2.544
C 0.942 -2.708 -4.383 2.234 -0.359 0.289
O 0.836 -1.889 -5.517 -0.118 0.406 -0.140
O 3.457 -2.713 -4.555 -0.681 -0.888 0.842
H 2.163 -3.991 -5.527 0.125 0.002 1.117
H 2.291 -4.190 -3.725 0.349 -0.944 0.869
H 0.988 -2.191 -3.439 -0.123 0.889 0.433
H 0.172 -3.418 -4.272 -1.250 -0.918 -0.238
H -0.079 -1.860 -5.823 -0.682 0.095 -0.271
H 3.235 -1.838 -4.859 -0.077 0.895 -0.378
C -3.296 0.119 -2.411 -0.288 -0.730 2.089
C -4.244 -0.294 -3.499 1.481 -1.639 -0.254
O -3.789 -1.601 -4.170 -0.656 1.524 1.035
O -3.213 -0.962 -1.411 -0.823 0.330 -0.687
H -3.774 1.008 -1.934 0.435 -0.398 -0.201
H -2.277 0.349 -2.660 0.330 0.199 -0.729
H -4.198 0.442 -4.296 -0.332 -0.004 -0.138
H -5.231 -0.369 -3.031 0.025 -0.468 -0.590
H -3.549 -2.272 -3.501 -0.375 0.699 -0.027
H -2.306 -1.044 -1.060 0.051 0.566 -0.245
C -1.667 -1.184 4.101 0.517 0.270 2.338
C -0.590 -2.168 3.882 0.895 -0.347 -2.033
O -1.018 -3.349 3.178 -1.092 0.017 1.015
O -2.717 -1.768 4.833 -1.395 -0.246 -0.546
H -2.021 -0.684 3.247 -0.414 0.402 -1.476
H -1.184 -0.442 4.750 -0.179 0.282 -0.102
H -0.141 -2.493 4.791 0.292 0.031 0.969
H 0.183 -1.688 3.246 -0.289 -0.426 0.527
H -1.729 -3.730 3.755 0.783 0.323 -0.825
H -3.531 -1.736 4.277 0.678 -0.208 0.587
C -6.202 -1.945 0.742 0.230 0.086 -0.674
C -6.010 -2.460 2.155 -0.552 0.760 -0.416
O -4.698 -2.130 2.644 -0.960 0.077 0.109
O -5.210 -2.651 -0.042 0.076 0.940 0.095
H -6.046 -0.856 0.653 -0.061 -0.328 0.153
H -7.199 -2.190 0.310 0.525 0.086 0.562
H -6.072 -3.507 2.003 0.003 -1.323 0.276
H -6.795 -2.206 2.853 0.050 0.549 0.255
H -4.228 -2.815 2.183 1.222 -0.210 -0.221
H -4.529 -1.991 -0.284 -0.251 -0.404 -0.250
C 2.351 -3.590 -0.078 0.462 1.725 0.034
C 2.519 -3.354 1.464 -2.326 1.902 -2.354
O 3.345 -2.219 1.700 -1.203 0.347 0.902
O 1.774 -2.391 -0.792 0.453 -1.707 1.293
H 1.674 -4.397 -0.286 -0.148 -0.468 0.193
H 3.347 -3.758 -0.530 -0.470 -0.057 0.244
H 2.894 -4.201 1.915 1.215 -2.044 0.886
H 1.481 -3.257 1.876 0.792 0.354 -0.189
H 2.917 -1.652 2.407 1.153 -0.707 -0.971
H 2.531 -2.110 -1.316 0.343 0.545 -0.170
C 3.136 3.933 -0.836 -2.069 -0.337 0.852
C 3.503 3.515 0.554 0.309 0.652 -0.656
O 2.478 2.930 1.289 -2.849 1.294 0.710
O 2.025 4.806 -0.594 0.701 0.294 -0.178
H 2.816 3.104 -1.439 -0.339 -0.773 -0.280
H 3.965 4.346 -1.354 0.877 0.987 -0.317
H 3.866 4.416 1.013 0.210 0.450 0.702
H 4.259 2.797 0.534 1.512 -1.164 -0.056
H 1.710 3.607 1.362 1.873 -1.126 -0.260
H 1.466 4.870 -1.375 -0.329 -0.125 -0.264
C 2.453 -0.639 7.802 -0.985 1.558 1.171
C 0.946 -0.542 8.099 0.489 0.544 -1.466
O 0.351 -0.408 6.739 0.366 0.988 1.145
O 2.667 -1.775 7.035 1.045 -0.212 0.033
H 3.060 -0.661 8.718 -0.114 -0.374 -0.212
H 2.671 0.347 7.331 0.420 -0.672 -0.287
H 0.644 0.324 8.706 0.242 -0.302 -0.059
H 0.675 -1.479 8.589 -0.645 0.073 -0.414
H 0.621 0.503 6.386 -0.336 -1.819 0.482
H 2.019 -1.749 6.335 -0.515 0.044 -0.430
C 0.279 0.020 1.367 0.290 0.165 0.405
C 0.222 0.295 -0.138 -0.889 -0.711 0.393
O -0.624 -0.802 -0.697 0.118 2.491 0.229
O 0.749 1.098 2.203 -0.290 -0.449 -0.677
H 0.855 -0.908 1.560 -0.136 0.476 -0.257
H -0.730 -0.103 1.721 -0.371 -0.575 -0.179
H 1.210 0.305 -0.582 0.201 -0.282 -0.151
H -0.230 1.300 -0.323 -0.156 -0.988 -0.097
H -0.185 -1.640 -0.622 1.213 -0.592 0.138
H 1.389 1.615 1.705 0.620 0.283 -0.254
C -1.195 4.589 -2.858 1.332 -0.330 0.315
C -1.666 3.152 -2.994 -1.420 0.263 -0.279
O -1.729 2.679 -4.335 0.514 0.059 0.024
O 0.303 4.679 -2.764 -1.013 -0.043 -0.758
H -1.521 4.947 -1.866 -0.284 0.225 -0.810
H -1.514 5.113 -3.764 -0.141 0.395 0.526
H -2.742 3.102 -2.638 1.214 0.184 0.193
H -1.019 2.562 -2.370 0.089 -0.594 0.363
H -1.239 1.842 -4.401 0.089 0.166 0.096
H 0.623 5.293 -3.444 -0.294 -0.352 0.221
```
Positions in Å, forces in eV/Å.

=====

What is the formula in the second record? C32H96O32